No. 1
# C16H31N8SSi2Y

C16H31N8SSi2Y as an isolated structure (ωB97M-V with the def2-TZVPD basis set, the OMol25 dataset).

Last column: Mulliken charge in e.
Positions of all 59 atoms, in Å:
1 Y -0.3404 -0.3326 -0.2935  0.6191
2 N -1.9075 -1.5103 3.7413  -0.0905
3 C -1.1873 -0.4689 4.2848  -0.9310
4 C -0.6981 0.2357 3.2328  -0.2831
5 N -1.0915 -0.3673 2.0540  0.3021
6 C -1.8158 -1.4185 2.4053  0.2002
7 C -2.3440 -2.3018 1.3738  0.1088
8 N -2.0173 -2.0870 0.1101  0.2679
9 C -2.6577 -3.0623 -0.6265  -0.4709
10 C -3.3659 -3.8620 0.2120  -0.6179
11 N -3.1605 -3.3622 1.4803  -0.1148
12 H -2.3800 -2.2222 4.2759  0.1847
13 H -1.1035 -0.3298 5.3481  0.4271
14 H -0.0829 1.1185 3.2507  0.4878
15 H -2.5633 -3.1246 -1.6970  0.4883
16 H -3.9892 -4.7207 0.0354  0.4291
17 H -3.5707 -3.7405 2.3194  0.1915
18 C -3.7925 4.2032 -1.2376  -1.2643
19 C -3.1194 3.2680 -2.1673  0.8848
20 N -3.1402 3.3263 -3.4576  -0.6948
21 N -2.3820 2.2681 -3.8725  0.2447
22 C -1.8827 1.5480 -2.8776  0.3082
23 S -0.8979 0.1660 -2.9789  -0.4738
24 N -2.3533 2.1792 -1.7710  0.2611
25 N -2.0649 1.7442 -0.4751  -0.5834
26 H -4.3054 4.9580 -1.8280  0.3595
27 H -3.0730 4.7051 -0.5887  0.3438
28 H -4.5291 3.6871 -0.6200  0.3075
29 H -2.2419 2.1022 -4.8584  0.1873
30 H -2.9361 1.4682 -0.0237  0.2978
31 H -1.6664 2.5225 0.0459  0.3657
32 C 0.8747 2.3102 0.4525  -1.0582
33 Si 2.4605 1.2347 0.5974  -0.0349
34 C 3.6367 1.9336 -0.6560  -1.1213
35 C 3.1269 1.4169 2.3241  -1.0254
36 C 1.8501 -0.4732 0.2809  0.1289
37 Si 2.6002 -1.7877 -0.7774  0.0503
38 C 3.7756 -1.1976 -2.0883  -1.0491
39 C 3.3482 -3.1286 0.2706  -1.0990
40 C 1.1103 -2.5349 -1.7026  -1.3181
41 H 1.0380 3.3559 0.7240  0.5067
42 H 0.0652 1.9671 1.1168  0.1515
43 H 0.5168 2.3312 -0.5904  0.4119
44 H 3.8168 2.9899 -0.4406  0.3987
45 H 3.2519 1.8635 -1.6756  0.3314
46 H 4.6019 1.4262 -0.6326  0.3176
47 H 3.4191 2.4414 2.5606  0.3753
48 H 4.0109 0.7851 2.4377  0.3633
49 H 2.4018 1.0881 3.0734  0.2923
50 H 1.7854 -0.9417 1.2823  0.2772
51 H 4.7109 -0.8277 -1.6665  0.3226
52 H 3.3451 -0.3992 -2.6969  0.3322
53 H 4.0220 -2.0255 -2.7575  0.4103
54 H 4.1615 -2.7293 0.8802  0.3543
55 H 3.7501 -3.9480 -0.3277  0.3605
56 H 2.6014 -3.5465 0.9519  0.3278
57 H 0.7696 -1.9156 -2.5419  0.3476
58 H 0.2433 -2.7735 -1.0583  0.4156
59 H 1.3656 -3.5044 -2.1363  0.4877

Total charge: +2
Energy above the lowest of the compared OMol25 structures with the same formula, charge and spin: 19.36 kJ/mol
Highest occupied orbital energy: -13.59 eV
E_LUMO: -5.86 eV
Energy: -56640.6946 eV



No. 2
# C16H32AlFO12

C16H32AlFO12 as an isolated structure in a non-equilibrium geometry (ωB97M-V with the def2-TZVPD basis set, the OMol25 dataset).

Last column: Mulliken charge in e.
Positions of all 62 atoms, in Å:
1 Al -2.1543 1.9469 -1.2701  1.2490
2 F -0.4588 -0.4171 -1.7990  -0.4569
3 C 2.6034 0.4182 -3.0150  -1.2749
4 C 2.4781 0.9779 -1.5797  0.6027
5 O 2.8085 2.3695 -1.6005  -0.2872
6 C 1.8260 3.1887 -2.0588  0.7447
7 O 0.6490 2.8036 -2.3691  -0.5548
8 O 2.2949 4.4515 -2.0621  -0.2955
9 C 1.4176 5.4791 -2.4887  -0.6095
10 H 2.6469 -0.6571 -2.8417  0.3990
11 H 3.5072 0.6384 -3.5832  0.3688
12 H 1.6878 0.6795 -3.5457  0.3177
13 H 3.2297 0.4339 -1.0076  0.3654
14 H 1.4939 0.6994 -1.2031  -0.2620
15 H 1.7337 6.5205 -2.4285  0.2896
16 H 0.5274 5.5825 -1.8682  0.2588
17 H 1.0409 5.2480 -3.4851  0.3013
18 C -2.1923 -3.3349 -2.4071  -0.7245
19 C -1.9890 -2.6550 -3.7691  -0.1010
20 O -3.2893 -2.2052 -4.2046  -0.3040
21 C -3.9922 -1.2669 -3.6313  0.7685
22 O -3.6343 -0.4799 -2.7467  -0.4444
23 O -5.2101 -1.1851 -4.2558  -0.2862
24 C -6.2447 -0.2606 -3.7119  -0.6048
25 H -1.4058 -4.0877 -2.3543  0.4228
26 H -3.1295 -3.8874 -2.3402  0.4264
27 H -2.1773 -2.6314 -1.5747  -0.1757
28 H -1.5927 -3.3349 -4.5234  0.3709
29 H -1.2181 -1.8899 -3.6779  0.1540
30 H -6.1079 0.7382 -4.1263  0.2903
31 H -6.0905 -0.2047 -2.6343  0.2677
32 H -7.2933 -0.4501 -3.9412  0.2816
33 C 1.4033 -1.2198 1.0945  -0.5487
34 C 2.5830 -1.8833 1.9074  -0.6032
35 O 2.8564 -0.9967 3.0049  -0.1434
36 C 4.0208 -0.8448 3.5033  0.7671
37 O 5.1155 -1.1167 3.0178  -0.4701
38 O 3.8427 -0.3608 4.7354  -0.3031
39 C 4.9463 -0.0045 5.6210  -0.6583
40 H 0.4735 -1.5949 1.5220  0.1958
41 H 1.5169 -1.6183 0.0863  0.3631
42 H 1.4306 -0.1336 1.0076  0.1635
43 H 3.4569 -1.9126 1.2566  0.3806
44 H 2.3204 -2.8153 2.4077  0.3047
45 H 5.7322 -0.7047 5.3375  0.3214
46 H 4.7131 -0.0624 6.6842  0.2538
47 H 5.3802 0.9743 5.4167  0.2937
48 C -0.0539 1.3541 3.9703  -0.9726
49 C -1.5178 1.1444 4.3225  -0.2672
50 O -2.1335 -0.0166 3.6921  -0.3440
51 C -2.1733 -0.1312 2.4044  0.6921
52 O -1.9306 0.7504 1.5837  -0.5069
53 O -2.4689 -1.4565 2.1323  -0.2784
54 C -2.2212 -1.9109 0.8426  -0.6500
55 H 0.0514 1.5961 2.9127  0.1874
56 H 0.5779 0.5044 4.2289  0.2554
57 H 0.3691 2.2294 4.4633  0.4444
58 H -2.0546 2.0704 4.1162  0.2883
59 H -1.5543 1.0713 5.4094  0.3692
60 H -3.1391 -1.8033 0.2646  0.4799
61 H -1.8685 -2.9418 0.8726  0.3811
62 H -1.4390 -1.3941 0.2865  0.1063

Total charge: +2
Energy above the lowest of the compared OMol25 structures with the same formula, charge and spin: 157.78 kJ/mol
Highest occupied orbital energy: -15.34 eV
E_LUMO: -13.47 eV
Energy: -50969.7250 eV



No. 3
# C16H32BIN2O5S

A 2-piece molecular cluster, C16H32BIN2O5S overall in a non-equilibrium geometry (ωB97M-V with the def2-TZVPD basis set, the OMol25 dataset).

Last column: Mulliken charge in e.
Positions of all 58 atoms, in Å:
1 C -3.4446 0.1969 -3.8653  -0.9058
2 C -1.8576 0.4348 -3.8467  -0.1481
3 C -1.2513 0.9375 -2.4525  -0.6057
4 I -2.3721 2.6557 -1.6102  0.0355
5 C -1.0970 -0.2009 -1.3161  0.9801
6 S -2.7318 -0.0304 -0.3664  -0.1239
7 C -0.0475 -0.0337 -0.1285  -0.4225
8 B 1.4824 0.4239 -0.4359  0.5303
9 O 2.0108 0.5487 -1.7937  -0.6552
10 N 2.4705 0.8000 0.6465  0.0380
11 C 2.4431 -0.1735 1.7731  -0.8044
12 C 2.2795 2.2123 1.0919  -0.8047
13 O -0.2642 -1.2920 0.6073  -0.2378
14 C -0.9307 -2.3074 -0.1775  -0.0701
15 O -1.3006 -3.3899 0.2886  -0.5894
16 C -1.0299 -1.7441 -1.7010  0.0774
17 N -2.2440 -2.3431 -2.3113  -0.3192
18 C 0.1583 -2.2938 -2.6286  -0.4172
19 C 0.4996 -3.8467 -2.4521  0.3369
20 C -0.4893 -4.8231 -3.2962  -1.2839
21 O 1.8211 -4.0347 -3.0726  -0.5730
22 H -3.9713 0.7672 -4.7163  0.2831
23 H -3.9853 0.4604 -2.9040  0.2058
24 H -3.6175 -0.9148 -4.1133  0.2102
25 H -1.6459 1.2750 -4.6066  0.5391
26 H -1.3667 -0.4993 -4.2681  0.0419
27 H -0.2180 1.3871 -2.6983  0.5013
28 H -3.7412 -0.6848 -1.0497  0.1807
29 H -0.4512 0.8731 0.4627  0.1000
30 H 2.7838 -0.0659 -1.7910  0.2907
31 H 1.4831 -0.0813 2.4077  0.2079
32 H 3.3691 -0.0797 2.4417  0.2735
33 H 2.4358 -1.2601 1.3867  0.2698
34 H 2.8966 2.8661 0.3682  0.2485
35 H 1.1980 2.5717 1.1118  0.2557
36 H 2.7941 2.3117 2.1080  0.2167
37 H -2.1706 -2.4387 -3.3298  0.3597
38 H -2.4482 -3.2823 -1.9515  0.2494
39 H 1.1432 -1.7261 -2.4613  -0.1791
40 H -0.0809 -2.1425 -3.7471  0.1210
41 H 0.6288 -4.1877 -1.3714  0.2405
42 H 0.0413 -5.8286 -3.4763  0.4534
43 H -0.6581 -4.2719 -4.2950  0.3044
44 H -1.4750 -5.0186 -2.7670  0.2221
45 H 1.7290 -4.5836 -3.8762  0.3510
46 C 0.9767 4.3471 5.5280  -0.5420
47 C -0.0635 3.3217 5.9211  -0.5377
48 C 0.2642 2.1688 4.9928  -0.3531
49 O 1.6762 2.2227 4.7455  -0.3602
50 C 2.1805 3.4755 5.2287  -0.4015
51 H 1.1725 5.0930 6.3000  0.3375
52 H 0.6582 4.8695 4.6198  0.2675
53 H 0.0894 3.0185 6.9620  0.2566
54 H -1.0907 3.6746 5.8162  0.3290
55 H -0.2492 2.2746 4.0308  0.1933
56 H 0.0039 1.1983 5.4213  0.2900
57 H 2.7608 3.2755 6.1360  0.2723
58 H 2.8437 3.9175 4.4815  0.2636

Highest occupied orbital energy: -7.92 eV
E_LUMO: 0.20 eV
Energy: -49938.2132 eV



No. 4
# C16H32Br16

A 8-piece molecular cluster, C16H32Br16 overall in a non-equilibrium geometry (ωB97M-V with the def2-TZVPD basis set, the OMol25 dataset).

Last column: Mulliken charge in e.
Positions of all 64 atoms, in Å:
1 Br -2.8257 0.6411 2.8653  -0.1475
2 C -3.5563 -1.0400 2.1226  0.2119
3 C -4.8878 -0.6279 1.4800  -0.6824
4 Br -5.9867 -2.2294 1.0404  -0.1362
5 H -3.7187 -1.7763 2.9098  0.4734
6 H -2.8838 -1.3532 1.3240  -0.3242
7 H -4.7056 -0.0563 0.5700  0.2468
8 H -5.5309 0.0502 2.0410  0.4699
9 Br 3.6687 -5.4927 -5.7036  -0.1330
10 C 2.3038 -5.0414 -4.3968  -0.5325
11 C 2.8834 -3.8822 -3.4387  -0.6818
12 Br 1.5233 -3.3073 -2.1169  -0.0512
13 H 2.0990 -5.9182 -3.7825  0.3572
14 H 1.5043 -4.7718 -5.0868  0.3043
15 H 3.1770 -2.9900 -3.9918  0.3970
16 H 3.7810 -4.2799 -2.9653  0.3957
17 Br -2.4387 2.3992 -4.1988  -0.1475
18 C -1.7160 0.5903 -4.6186  -0.0591
19 C -2.8613 -0.2804 -5.1418  -0.6212
20 Br -2.1703 -2.0413 -5.6781  -0.1549
21 H -1.3891 0.1367 -3.6829  -0.2016
22 H -0.8979 0.7537 -5.3201  0.4380
23 H -3.3727 0.1453 -6.0051  0.4375
24 H -3.6238 -0.4003 -4.3722  0.3075
25 Br 4.0055 4.1176 5.4190  -0.1395
26 C 2.0892 3.6104 5.6638  -0.5991
27 C 1.9857 2.1152 6.0571  -0.3927
28 Br -0.0071 1.7114 6.2248  -0.1636
29 H 1.6021 3.8925 4.7303  0.3580
30 H 1.8052 4.2471 6.5017  0.3914
31 H 2.3788 1.8240 7.0312  0.3919
32 H 2.4198 1.4111 5.3473  0.1457
33 Br -2.2835 5.3596 -1.8974  0.0109
34 C -1.2792 4.2655 -0.6254  -0.4086
35 C -1.9838 2.9549 -0.4300  0.0169
36 Br -3.7658 3.4699 0.4958  0.2127
37 H -1.3150 4.8987 0.2611  0.4368
38 H -0.2533 4.2736 -0.9938  0.3646
39 H -1.5621 2.1697 0.1974  0.0371
40 H -2.2656 2.3500 -1.2918  0.0983
41 Br 1.4133 0.0093 2.9862  -0.1452
42 C 1.6245 0.2725 1.0282  -0.3141
43 C 0.5599 -0.5518 0.2351  -0.3116
44 Br 0.4445 0.2694 -1.6459  -0.1185
45 H 2.6121 0.0444 0.6273  0.3972
46 H 1.2758 1.2852 0.8255  0.1692
47 H -0.4760 -0.5189 0.5725  -0.1426
48 H 0.8330 -1.5888 0.0397  0.4697
49 Br 6.8386 1.2935 3.6651  -0.1349
50 C 5.3343 2.3152 2.8925  -0.3807
51 C 5.1614 2.2708 1.3574  -0.4191
52 Br 3.6498 3.5220 0.9309  -0.1741
53 H 5.4273 3.3611 3.1851  0.3426
54 H 4.4392 2.0913 3.4729  0.0901
55 H 4.8503 1.2923 0.9914  0.2552
56 H 5.9988 2.5576 0.7211  0.4188
57 Br -2.8356 -1.5197 -1.5072  -0.1293
58 C -2.7518 -3.4736 -1.7094  -0.4304
59 C -2.2809 -4.0327 -0.4226  -0.6356
60 Br -2.1582 -6.0121 -0.5355  -0.1170
61 H -1.9950 -3.6729 -2.4681  0.3464
62 H -3.7609 -3.7446 -2.0200  0.4511
63 H -2.8579 -3.7506 0.4581  0.3796
64 H -1.2926 -3.6179 -0.2244  0.2064

Total charge: +1
Energy above the lowest of the compared OMol25 structures with the same formula, charge and spin: 32.63 kJ/mol
Highest occupied orbital energy (alpha / beta): -12.02 / -12.02 eV
E_LUMO (alpha / beta): -3.85 / -9.13 eV
Energy: -1137781.5156 eV
Spin multiplicity: 2